Formula: C47H70ClFN4O12P2S
Source: OMol25
Level of theory: the ωB97M-V functional and the def2-TZVPD basis

Calculated values
total energy = -4594.42333 a.u.
maximum force = 9.71 eV Å⁻¹
lowest unoccupied orbital energy = -2.103 eV
SMILES string = CC[C@@H](Cl)c1c(N)c2c(c(C[C@H](C)F)c1CCCN)C(=O)c1c(CCCCn3cccc3)cc(N=C=S)c(CCC(=O)O)c1C2=O.CCOP(=O)(OCC)OCC.CCOP(=O)(OCC)OCC

XYZ file:
```
138
Properties=species:S:1:pos:R:3:forces:R:3
C -3.12962 -3.05663 2.68922 -0.79 -0.64 0.77
C -3.33815 -2.09207 4.01529 -0.64 -0.89 -0.25
C -3.18259 -0.48771 3.71811 -1.63 0.29 -0.75
Cl -1.75375 0.30777 4.66728 -1.36 -0.84 -1.02
C -3.15111 -0.10188 2.10068 0.14 1.20 -4.17
C -1.74090 -0.12708 1.20216 -1.38 0.47 -1.23
N -0.38553 -0.55070 1.79079 -2.47 0.97 -0.31
C -1.69233 0.30637 -0.40726 -2.61 0.35 1.26
C -3.06918 0.78220 -1.17604 0.03 -0.98 3.20
C -4.49349 0.77506 -0.35073 2.93 -0.82 0.87
C -5.83677 1.23380 -1.20285 0.94 0.01 0.05
C -6.45844 0.06152 -2.16515 -0.52 -0.02 -1.41
C -8.12054 -0.08284 -2.04487 0.82 -0.06 -0.94
F -5.76969 -1.27159 -2.00135 -1.65 2.99 -0.10
C -4.53084 0.33786 1.26352 2.15 0.43 -1.27
C -6.03754 0.37782 1.95463 0.60 -0.81 -0.42
C -6.81731 -1.04434 1.55194 -1.09 1.39 0.62
C -8.15321 -1.14287 2.55217 0.47 -0.75 -0.57
N -8.66736 0.22881 2.92907 -0.99 -1.12 0.54
C -2.92562 1.24302 -2.74620 -1.82 -0.57 -3.56
O -3.76708 0.95305 -3.74126 4.45 1.76 6.15
C -1.55627 2.11820 -3.12151 1.68 0.93 0.06
C -1.64022 3.38390 -4.15927 3.56 -1.07 1.22
C -2.98734 3.96579 -4.88955 0.16 0.51 0.05
C -3.69395 5.19796 -4.00798 0.01 0.15 -0.38
C -5.04335 4.73142 -3.20230 -0.07 0.28 1.68
C -6.24008 5.85743 -3.19682 -0.01 0.33 -1.60
N -7.24408 5.71437 -2.07270 -4.48 -0.44 4.91
C -8.68044 6.27450 -2.02777 -1.21 -1.37 3.63
C -9.50072 5.92741 -0.62092 5.48 -1.32 -1.65
C -8.42648 5.09327 0.29678 1.33 2.34 -6.38
C -7.11386 5.04786 -0.69437 -2.21 0.03 1.64
C -0.21500 4.16869 -4.49774 -0.29 -3.42 2.77
C 1.19389 3.65797 -3.77736 -3.94 -1.15 0.10
N 2.44935 4.45726 -4.17951 -3.14 5.92 4.09
C 2.23222 5.71219 -3.62399 0.11 -2.99 0.57
S 1.95098 7.12323 -2.65719 1.10 -4.64 -3.56
C 1.25003 2.37293 -2.71885 -2.67 0.58 -1.25
C 2.69116 1.92269 -2.07965 0.30 0.03 -0.90
C 3.09926 2.67805 -0.68292 0.02 0.39 0.19
C 1.81050 2.88580 0.31044 -0.85 -2.71 5.12
O 1.70908 2.10592 1.40680 0.23 4.75 -6.79
O 0.78825 3.93056 0.06706 2.03 -3.48 0.72
C -0.15889 1.59816 -2.36756 0.00 2.78 -2.40
C -0.27656 0.31768 -1.29779 3.18 -2.95 1.02
O 0.69949 -0.60150 -1.13632 -6.22 6.12 -1.30
H -3.45439 -4.14983 3.04218 0.92 2.30 -0.78
H -2.01318 -3.09032 2.34053 -2.26 0.13 0.47
H -3.89287 -2.78233 1.81875 1.99 -0.36 1.82
H -4.46471 -2.27709 4.36408 2.40 0.56 -0.73
H -2.66755 -2.48891 4.90894 -1.23 1.17 -1.99
H -4.15541 0.02920 4.17832 2.38 -0.98 -1.16
H -0.47037 -1.43927 2.33492 -0.11 1.38 -0.44
H 0.02268 0.22667 2.37808 -0.73 -1.24 -0.84
H -6.70179 1.65997 -0.54003 1.87 -0.88 -0.99
H -5.47078 2.11757 -1.91607 -0.85 -2.00 1.58
H -6.27773 0.39741 -3.29643 0.04 -1.03 2.64
H -8.54660 -0.15883 -3.15623 0.92 0.09 2.51
H -8.43893 -1.05523 -1.47691 0.62 2.06 -0.88
H -8.52277 0.91531 -1.58544 0.61 -2.08 -0.65
H -6.02504 0.40400 3.12413 0.51 0.06 -2.17
H -6.66315 1.33585 1.61543 1.52 -2.34 0.59
H -6.12912 -1.98912 1.66089 -1.34 1.99 -0.31
H -7.24729 -0.91528 0.47115 1.16 -0.49 1.96
H -8.98035 -1.68763 1.90310 1.62 1.02 1.67
H -7.91664 -1.74170 3.53633 -0.34 0.74 -2.07
H -9.69510 0.10121 3.16979 1.86 0.42 -0.24
H -8.18282 0.56982 3.79002 -0.73 -0.50 -1.01
H -3.81813 3.17273 -5.11299 1.94 1.22 0.62
H -2.66298 4.41987 -5.94269 -0.50 -1.04 2.38
H -3.98003 6.03613 -4.78035 0.51 -1.57 1.50
H -2.90278 5.66440 -3.25099 -1.78 -1.05 -1.66
H -4.72717 4.57833 -2.06434 -0.68 0.16 -2.43
H -5.52011 3.72648 -3.56560 1.11 1.88 0.47
H -5.83727 6.97389 -3.23598 -0.63 -2.43 0.34
H -6.84016 5.70252 -4.21545 1.15 0.41 2.25
H -9.25296 6.89749 -2.83710 1.89 -1.47 1.36
H -10.60485 6.19034 -0.30723 2.61 -0.43 -1.08
H -8.54205 4.62225 1.36249 0.44 1.05 -2.49
H -6.13459 4.50216 -0.28956 -2.21 1.49 -1.53
H -0.24575 5.07819 -5.26703 0.32 -2.23 1.93
H 3.51685 2.21110 -2.88909 -1.82 -0.55 1.78
H 2.79098 0.75153 -1.91865 -0.74 2.59 -0.38
H 3.90579 2.00765 -0.11670 -2.16 1.44 -1.06
H 3.64200 3.69736 -0.90896 -1.45 -1.82 0.42
H -0.01657 3.61732 0.58129 1.45 0.41 -0.54
C 2.56121 -2.62982 0.59298 -0.06 0.13 -0.13
C 2.08440 -2.98835 1.98803 -0.34 0.30 -0.41
O 2.76110 -4.12883 2.48965 0.09 0.83 -0.12
P 4.34458 -3.93194 2.92844 -5.43 -7.55 2.33
O 3.99875 -3.30007 4.29910 2.93 2.77 -2.44
O 4.62302 -5.43282 3.59468 1.18 0.66 -0.54
C 5.05264 -5.57806 4.93971 -0.09 -0.13 0.56
C 3.86430 -5.86232 5.84310 -0.26 -0.05 0.01
O 4.73097 -4.63791 1.39703 1.49 3.33 0.53
C 4.69044 -6.03343 1.11747 0.41 -1.05 0.07
C 3.31868 -6.67611 1.24285 -0.29 0.22 0.28
H 3.60487 -2.29976 0.61038 0.04 0.01 0.01
H 1.95659 -1.82379 0.17233 0.05 -0.10 0.13
H 2.50828 -3.49735 -0.07264 -0.02 0.10 0.12
H 2.21473 -2.14372 2.67209 -0.07 -0.01 0.03
H 1.01728 -3.22933 1.95651 0.13 -0.13 0.08
H 5.62136 -4.70311 5.27339 -0.27 -0.10 -0.06
H 5.74159 -6.42855 4.97579 -0.07 0.02 -0.20
H 3.06867 -5.11873 5.72477 0.29 0.03 0.01
H 4.17004 -5.87943 6.89231 -0.01 -0.03 -0.06
H 3.42112 -6.83246 5.59096 0.14 0.09 0.06
H 5.44057 -6.56151 1.71669 -0.25 0.10 0.00
H 5.01442 -6.13939 0.07636 0.03 0.42 0.02
H 2.96132 -6.69005 2.27489 0.11 0.04 -0.12
H 3.35322 -7.71304 0.89418 0.18 0.13 -0.08
H 2.57727 -6.13224 0.64905 0.15 -0.10 0.02
C 9.98202 1.80220 -0.52476 0.04 0.06 0.16
C 9.49614 0.99612 -1.71481 0.41 0.29 -0.17
O 9.09862 -0.30901 -1.32898 -0.14 1.01 -0.05
P 7.68451 -0.44496 -0.48013 4.54 -7.62 -3.95
O 6.79168 -0.34109 -1.74093 -1.29 3.29 3.18
O 7.56561 -2.10546 -0.42847 -0.56 0.92 1.13
C 6.43598 -2.78398 -0.95601 -0.35 -0.54 -0.43
C 6.72572 -3.26874 -2.36672 0.19 0.03 -0.19
O 8.68205 -0.56101 0.92853 -2.46 2.85 0.11
C 9.36767 -1.73978 1.33810 0.06 -1.04 0.50
C 10.41740 -2.24648 0.36251 -0.09 0.12 -0.45
H 9.16240 1.99896 0.17379 0.05 0.05 0.01
H 10.39114 2.76157 -0.84794 -0.04 -0.02 -0.01
H 10.75302 1.25600 0.02813 -0.12 0.09 -0.12
H 8.66905 1.50679 -2.21825 0.03 -0.03 -0.07
H 10.31057 0.88907 -2.43804 -0.15 -0.15 0.05
H 5.53862 -2.15682 -0.91413 0.24 -0.06 -0.14
H 6.24081 -3.64874 -0.31306 0.14 0.19 0.05
H 7.08284 -2.46150 -3.01538 -0.20 0.00 0.17
H 5.83152 -3.70647 -2.81776 0.06 0.00 0.05
H 7.51750 -4.02636 -2.35110 -0.16 0.04 0.05
H 8.64879 -2.52363 1.60157 0.13 0.11 -0.22
H 9.87815 -1.47965 2.27182 -0.19 0.38 -0.09
H 9.97584 -2.61057 -0.56781 0.00 0.06 0.15
H 10.97721 -3.07592 0.80594 -0.11 0.13 0.16
H 11.12150 -1.45092 0.09904 -0.06 -0.12 0.12
```
Positions in Å, forces in eV/Å.